Model A:
Here is a structure of composition C36H49MgN5P2Si from the OMol25 dataset. Energies are from the ωB97M-V functional and the def2-TZVPD basis.

The calculation puts the orbital gap (alpha / beta) at 6.0 / 5.7 eV. The net charge is 0. The value obtained for the LUMO energy (alpha / beta) is -1.08 / -1.06 eV.

The geometry in XYZ format:
```
94
Properties=species:S:1:pos:R:3:lowdin_charge:R:1
P 2.309 -1.210 -0.086 1.11
P -0.704 -1.504 0.290 1.04
Si 0.098 -0.757 4.230 0.39
Mg -0.070 1.596 -2.001 0.47
N -2.144 1.222 -0.911 -0.06
N 3.591 -2.252 0.252 -0.32
N 3.671 0.003 -0.906 -0.20
N -0.880 0.350 3.333 0.05
N -2.269 -2.146 0.310 -0.34
C -0.748 2.713 -4.351 -0.15
C -2.433 1.989 2.541 0.00
C -0.645 -2.491 4.190 -0.19
C 0.221 -0.392 -4.347 -0.15
C 5.462 -2.858 1.358 -0.08
C -2.994 -1.946 1.504 -0.18
C 5.358 0.969 -2.114 -0.11
C 0.398 3.473 -3.636 -0.16
C 3.783 -3.616 0.008 -0.12
C -4.794 1.523 2.802 -0.07
C -0.812 0.247 -3.452 -0.16
C 1.413 0.575 -4.479 -0.15
C 0.601 1.801 0.200 -0.22
C -4.258 -2.469 1.370 -0.09
C -3.757 2.307 2.296 -0.09
C 0.233 -0.164 6.022 -0.17
C -4.359 -3.010 0.043 -0.08
C -2.096 0.851 3.363 -0.37
C 4.713 -0.234 -1.813 -0.16
C -1.345 1.485 -3.692 -0.12
C 1.401 -2.065 -1.470 -0.38
C 4.700 1.994 -1.384 -0.11
C 3.701 1.375 -0.632 -0.19
C -0.102 -2.376 -1.174 -0.47
C 1.801 -0.868 3.428 -0.20
C 4.614 -1.799 1.116 -0.14
C -3.202 0.250 4.106 -0.03
C -3.437 0.995 -0.592 -0.18
C 1.671 1.293 -3.199 -0.13
C -3.134 -2.780 -0.584 -0.14
C -3.332 3.160 -1.238 -0.12
C 1.403 2.627 -2.943 -0.14
C -2.047 2.573 -1.267 -0.29
C -4.513 0.512 3.722 -0.09
C 4.936 -4.012 0.665 -0.08
C -4.216 2.170 -0.763 -0.14
H 4.958 -1.237 -2.141 0.10
H -2.968 -0.467 4.900 0.10
H -0.044 4.180 -2.914 0.13
H -0.392 1.628 0.683 -0.07
H -5.223 -3.501 -0.379 0.09
H 0.772 0.784 6.069 0.03
H -1.689 -2.499 4.528 0.02
H -1.606 2.526 2.073 0.10
H 1.517 -1.417 -2.351 0.04
H -3.782 0.040 -0.197 0.09
H -3.981 3.161 1.648 0.10
H 6.338 -2.797 1.966 0.09
H 0.881 2.859 0.321 -0.03
H 4.631 -0.767 1.413 0.11
H 2.036 3.148 -2.208 0.14
H -0.455 2.505 -5.391 0.12
H 3.093 -4.143 -0.628 0.09
H -5.008 -2.474 2.147 0.09
H 3.036 1.803 0.093 0.07
H 2.312 0.015 -4.775 0.13
H 2.461 0.818 -2.610 0.09
H 2.515 -1.366 4.102 0.03
H 2.197 0.129 3.180 0.03
H 0.558 -1.342 -3.913 0.09
H -0.068 -3.146 4.861 0.03
H -0.760 -0.022 6.452 0.02
H 1.770 -1.458 2.498 -0.04
H 0.926 4.078 -4.387 0.14
H -1.596 3.426 -4.419 0.13
H 1.224 1.280 -5.301 0.11
H -2.489 -1.454 2.322 0.06
H -3.547 4.176 -1.569 0.09
H -0.607 -2.920 3.182 0.01
H -5.311 -0.062 4.167 0.10
H -1.084 3.107 -1.392 0.07
H 5.351 -4.998 0.676 0.08
H -0.222 -3.435 -0.902 0.08
H -5.265 2.272 -0.512 0.08
H 1.286 1.185 0.804 -0.09
H -0.709 -2.173 -2.071 0.05
H -2.437 1.571 -3.614 0.14
H -1.394 -0.457 -2.850 0.10
H 6.208 1.100 -2.779 0.09
H 0.769 -0.893 6.632 0.03
H -0.185 -0.601 -5.356 0.13
H -5.816 1.721 2.492 0.11
H 4.891 3.056 -1.405 0.09
H 1.910 -3.005 -1.688 0.06
H -2.789 -3.036 -1.576 0.10
```

Model B:
Here is a structure of composition C36H49MgN5P2Si from the OMol25 dataset. Energies are from the ωB97M-V functional and the def2-TZVPD basis.

The calculation puts the orbital gap at 5.8 eV. The net charge is 0. The value obtained for the LUMO energy is -0.79 eV.

The geometry in XYZ format:
```
94
Properties=species:S:1:pos:R:3:lowdin_charge:R:1
P -0.786 1.765 -1.262 1.02
P -2.060 0.130 1.030 1.01
Si 3.403 0.388 1.609 0.44
Mg 0.000 0.000 0.000 0.30
N -1.553 1.326 -2.761 -0.23
N 2.194 0.427 0.194 -0.19
N 0.236 3.102 -1.697 -0.23
N -2.202 0.470 2.742 -0.23
N -3.099 -1.257 0.948 -0.25
C 4.331 1.986 1.977 -0.20
C -1.916 0.139 -4.639 -0.07
C -1.548 -0.274 3.726 -0.12
C -2.856 1.220 -4.594 -0.08
C -3.091 1.491 0.262 -0.35
C -6.298 2.913 -4.529 -0.12
C 2.752 0.491 -1.128 -0.42
C 3.882 1.277 -1.448 -0.07
C -2.629 1.674 3.306 -0.14
C -8.471 0.318 -4.224 -0.19
C 4.373 1.331 -2.752 -0.08
C -8.002 3.080 -2.564 -0.20
C -1.600 0.439 4.908 -0.08
C -1.128 0.222 -3.509 -0.12
C 0.987 5.076 -2.462 -0.09
C -3.916 -3.198 0.166 -0.09
C -2.807 -2.378 0.162 -0.13
C -8.362 1.527 -5.180 -0.20
C 4.653 -0.933 1.139 -0.18
C 1.893 4.602 -1.457 -0.08
C 1.415 3.389 -1.002 -0.13
C -4.922 -2.568 0.972 -0.09
C -2.183 2.577 -0.339 -0.33
C -7.836 1.650 -2.107 -0.11
C -6.952 2.049 -5.316 -0.10
C -4.404 -1.375 1.437 -0.12
C 0.649 -1.580 1.238 -0.28
C 2.647 -0.201 -3.454 -0.09
C 2.151 -0.244 -2.145 -0.10
C -2.281 1.671 4.643 -0.09
C 2.916 -0.090 3.379 -0.21
C -8.028 0.521 -2.799 -0.11
C -2.617 1.935 -3.437 -0.14
C -0.026 4.145 -2.589 -0.13
C 3.758 0.592 -3.761 -0.11
C -6.753 3.633 -3.287 -0.19
H -3.112 2.818 -3.033 0.10
H 2.666 -1.164 3.499 0.03
H -9.052 2.313 -4.868 0.10
H 4.125 -1.904 1.017 0.04
H -1.123 -1.249 3.484 0.11
H 1.314 -0.876 -1.905 0.06
H 5.426 -1.039 1.926 0.03
H 1.189 -1.141 2.103 -0.06
H 4.375 1.876 -0.725 0.07
H -7.838 -0.411 -2.265 0.10
H -1.834 -0.625 -5.417 0.10
H 5.233 1.952 -2.979 0.10
H -8.176 3.708 -1.682 0.11
H 2.175 -0.782 -4.235 0.10
H -6.925 4.693 -3.530 0.11
H 2.809 5.091 -1.118 0.10
H 2.104 0.562 3.758 0.03
H -8.883 3.198 -3.196 0.10
H -2.505 2.463 5.360 0.10
H 3.613 2.772 2.277 0.03
H 1.790 2.683 -0.260 0.08
H -1.205 0.104 5.870 0.10
H 3.810 0.040 4.025 0.03
H -1.830 -2.460 -0.319 0.10
H 4.985 2.353 1.173 0.01
H -4.819 -0.606 2.091 0.11
H 1.331 -2.267 0.703 -0.02
H 4.143 0.635 -4.769 0.09
H -0.307 -0.393 -3.138 0.08
H -5.917 -2.958 1.199 0.10
H -0.887 4.104 -3.257 0.10
H 5.144 -0.677 0.178 0.03
H -3.665 0.984 -0.539 0.10
H -2.753 3.280 -0.974 0.08
H -3.145 2.425 2.706 0.09
H -3.818 1.901 0.988 0.07
H -5.913 3.631 -2.578 0.10
H -0.210 -2.165 1.627 -0.06
H -6.392 1.639 -6.156 0.10
H -9.511 -0.045 -4.228 0.11
H -8.706 1.197 -6.167 0.11
H 1.081 5.996 -3.045 0.10
H -3.632 1.443 -5.330 0.09
H -7.875 -0.507 -4.641 0.11
H -1.686 3.174 0.451 0.10
H -7.485 1.537 -1.081 0.09
H -3.998 -4.160 -0.346 0.10
H 5.010 1.781 2.832 0.03
H -5.272 3.145 -4.815 0.08
```

Stability comparison, relative energies in eV: model A 5.431; model B 0.000

Model A:
Here is a cluster of 6 separate species, C2H16O6 in total from the OMol25 dataset. Energies are from the ωB97M-V functional and the def2-TZVPD basis.

Its structure (SMILES) is CCO.O.O.O.O.O. The calculation puts the orbital gap at 11.1 eV. The net charge is 0. The value obtained for the LUMO energy is 0.16 eV.

The geometry in XYZ format:
```
24
Properties=species:S:1:pos:R:3:lowdin_charge:R:1
O -0.924 2.235 4.044 -0.07
O 0.048 -0.268 -0.791 -0.13
O -0.257 -1.957 -3.274 -0.04
O -0.538 2.081 0.917 -0.06
O -2.909 -0.769 -0.539 -0.06
O 2.731 1.593 -2.019 -0.05
C 0.886 -0.603 1.384 -0.08
C 0.817 -1.198 -0.028 -0.28
H -0.047 2.546 4.291 0.03
H -3.205 -1.641 -0.255 0.04
H -0.077 -2.903 -3.250 0.05
H 1.505 -1.283 1.972 0.08
H -1.947 -0.783 -0.429 -0.01
H 1.975 1.011 -2.147 0.01
H -0.880 2.123 3.085 -0.01
H -0.119 -0.491 1.789 0.08
H -0.339 1.167 0.644 -0.01
H 2.453 2.438 -2.388 0.04
H -1.220 -1.890 -3.231 0.05
H -1.502 2.134 0.910 0.05
H 1.374 0.367 1.453 0.08
H 0.229 -2.120 -0.011 0.11
H 0.114 -0.407 -1.744 0.06
H 1.832 -1.381 -0.381 0.12
```

Model B:
Here is a cluster of 6 separate species, C2H16O6 in total from the OMol25 dataset. Energies are from the ωB97M-V functional and the def2-TZVPD basis.

Its structure (SMILES) is CCO.O.O.O.O.O. The calculation puts the orbital gap at 10.7 eV. The net charge is 0. The value obtained for the LUMO energy is 0.37 eV.

The geometry in XYZ format:
```
24
Properties=species:S:1:pos:R:3:lowdin_charge:R:1
O -2.139 2.311 -1.510 -0.06
O -1.833 1.513 1.314 -0.07
O 2.800 1.763 1.025 -0.06
O 1.019 -0.298 2.375 -0.07
O 0.376 1.656 -0.459 -0.07
O 0.870 -3.446 -0.357 -0.06
C 0.528 -2.239 -1.014 -0.32
C -0.915 -2.020 -1.478 -0.09
H -0.357 1.698 -1.104 0.03
H 1.091 0.602 2.715 0.03
H -1.611 -1.721 -0.694 0.07
H -1.787 1.216 2.234 0.05
H 2.175 1.687 0.290 -0.01
H 1.797 -0.737 2.740 0.04
H 0.728 0.760 -0.594 0.04
H -1.354 -2.974 -1.794 0.07
H -1.079 1.038 0.927 0.01
H 1.157 -2.138 -1.896 0.11
H 2.826 2.714 1.177 0.04
H 0.491 -3.426 0.526 0.08
H -0.932 -1.356 -2.339 0.07
H -2.654 1.790 -0.873 0.04
H -1.890 3.035 -0.924 0.05
H 0.693 -1.429 -0.287 0.08
```

Stability comparison, relative energies in eV: model A 0.000; model B 0.091

Model A:
Here is a cluster of 2 separate species, CH6O2 in total from the OMol25 dataset. Energies are from the ωB97M-V functional and the def2-TZVPD basis.

The calculation puts the orbital gap (alpha / beta) at 11.7 / 4.6 eV. As for the spin multiplicity: 2. The net charge is +1. The value obtained for the LUMO energy (alpha / beta) is -4.64 / -11.18 eV.

The geometry in XYZ format:
```
9
Properties=species:S:1:pos:R:3:mulliken_spin:R:1
O 0.040 0.174 0.900 0.67
O -1.816 0.202 -1.504 0.09
C 1.363 0.085 0.505 0.08
H 1.713 1.074 0.222 0.00
H -1.650 0.232 -0.561 -0.01
H 1.514 -0.639 -0.320 0.07
H -0.348 -0.742 0.998 -0.02
H -2.755 -0.041 -1.603 0.00
H 1.940 -0.346 1.363 0.12
```

Model B:
Here is a structure of composition CH6O2 from the OMol25 dataset. Energies are from the ωB97M-V functional and the def2-TZVPD basis.

The calculation puts the orbital gap (alpha / beta) at 8.3 / 5.5 eV. As for the spin multiplicity: 2. The net charge is +1. The value obtained for the LUMO energy (alpha / beta) is -7.75 / -10.13 eV.

The geometry in XYZ format:
```
9
Properties=species:S:1:pos:R:3:mulliken_spin:R:1
O 2.029 -0.704 -0.282 0.07
O -0.612 -0.462 -0.824 0.84
C -1.343 0.183 0.041 -0.03
H 2.522 -1.231 -0.983 0.00
H -1.925 -0.307 0.842 0.06
H -0.353 0.561 0.902 -0.01
H 0.235 0.987 1.286 -0.02
H -1.887 1.246 -0.148 0.09
H 1.334 -0.272 -0.834 0.00
```

Stability comparison, relative energies in eV: model A 0.000; model B 2.495

Model A:
Here is a structure of composition C9H12NO from the OMol25 dataset. Energies are from the ωB97M-V functional and the def2-TZVPD basis.

The calculation puts the orbital gap at 7.5 eV. The net charge is +1. The value obtained for the LUMO energy is -5.59 eV.

The geometry in XYZ format:
```
23
Properties=species:S:1:pos:R:3:lowdin_charge:R:1
O -2.077 -0.880 -0.487 -0.02
N -0.874 -0.669 -1.185 -0.03
C 0.653 -0.515 1.882 -0.04
C -0.695 -1.599 -2.267 -0.04
C 0.086 0.316 0.967 -0.12
C 1.918 -0.168 2.391 -0.03
C -1.056 -0.240 -2.575 -0.03
C -2.373 0.047 0.339 0.06
C 0.770 1.148 0.184 -0.07
C 2.103 1.380 0.577 -0.07
C 2.639 0.776 1.664 -0.08
H -1.076 0.314 0.814 0.06
H 3.725 1.038 1.948 0.15
H 0.300 -1.906 -2.419 0.13
H -2.916 -0.229 1.256 0.16
H -2.488 1.079 -0.088 0.16
H 2.280 -0.840 3.200 0.13
H 2.640 2.192 0.066 0.13
H -1.396 -2.336 -2.373 0.11
H 0.302 1.901 -0.482 0.14
H -0.403 0.398 -2.977 0.09
H -0.019 -1.141 2.421 0.11
H -2.044 -0.064 -2.857 0.12
```

Model B:
Here is the ion C9H12NO with charge +1 from the OMol25 dataset. Energies are from the ωB97M-V functional and the def2-TZVPD basis.

The calculation puts the orbital gap (alpha / beta) at 7.5 / 7.5 eV. The net charge is +1. The value obtained for the LUMO energy (alpha / beta) is -5.59 / -5.59 eV.

The geometry in XYZ format:
```
23
Properties=species:S:1:pos:R:3:lowdin_charge:R:1
O 2.090 0.125 0.122 0.13
N -0.317 -0.252 0.598 0.19
C 2.688 -0.944 0.402 -0.01
C 0.574 1.946 0.132 0.04
C -1.499 0.258 0.307 -0.31
C -0.680 2.493 0.120 -0.02
C -1.731 1.621 0.122 0.02
C 4.155 -0.972 0.140 0.01
C 0.766 0.536 0.334 -0.20
C -2.641 -0.733 0.405 -0.12
C -2.726 -1.224 -1.133 -0.07
H -3.508 -0.163 0.697 0.10
H 4.562 0.085 -0.112 0.15
H 4.672 -1.204 1.093 0.12
H -0.897 3.505 0.000 0.11
H -1.987 -1.983 -1.319 0.06
H -3.707 -1.726 -1.347 0.09
H -2.792 1.799 0.096 0.13
H 2.190 -1.918 0.764 0.20
H -2.556 -0.369 -1.843 0.09
H -2.472 -1.619 0.895 0.08
H 4.372 -1.809 -0.485 0.10
H 1.446 2.547 0.013 0.12
```

Stability comparison, relative energies in eV: model A 4.243; model B 0.000